ORCA calculation (the ωB97M-V functional and the def2-TZVPD basis) on a 13-piece molecular cluster, C38H110N8O14 overall.

Each line ends with the Löwdin charge.
CARTESIAN COORDINATES (ANGSTROEM)
C (-12.898, 4.138, -12.721)  -0.1837
O (-13.465, 5.390, -12.969)  -0.1164
H (-11.813, 4.237, -12.752)  0.0773
H (-13.174, 3.654, -11.785)  0.0767
H (-13.187, 3.473, -13.535)  0.0722
H (-12.785, 5.971, -13.316)  0.0730
C (-12.421, 7.139, -20.092)  -0.1861
O (-12.193, 8.158, -19.186)  -0.1244
H (-13.487, 6.960, -20.235)  0.0733
H (-11.980, 7.471, -21.031)  0.0767
H (-11.868, 6.265, -19.749)  0.0850
H (-12.458, 8.996, -19.571)  0.0770
C (-11.359, 16.217, -11.956)  -0.1774
O (-10.502, 15.105, -11.830)  -0.1162
H (-12.007, 16.353, -11.090)  0.0720
H (-10.737, 17.111, -11.994)  0.0746
H (-12.076, 16.122, -12.772)  0.0746
H (-10.333, 14.741, -12.701)  0.0713
C (-10.932, 15.727, -17.954)  -0.1903
O (-12.006, 16.135, -18.747)  -0.1091
H (-11.223, 15.376, -16.964)  0.0720
H (-10.410, 14.883, -18.406)  0.0763
H (-10.223, 16.540, -17.795)  0.0738
H (-12.680, 16.445, -18.138)  0.0727
C (-17.194, 10.062, -11.101)  -0.0761
C (-17.315, 9.340, -9.759)  -0.4353
C (-18.466, 9.897, -8.823)  -0.1666
O (-18.392, 9.256, -7.537)  -0.2035
C (-18.618, 10.116, -6.460)  -0.1296
N (-17.569, 7.971, -10.045)  0.0253
H (-16.866, 11.073, -10.861)  0.0707
H (-18.112, 10.001, -11.686)  0.0812
H (-16.380, 9.633, -11.685)  0.0734
H (-16.381, 9.430, -9.205)  0.1345
H (-19.504, 9.739, -9.117)  0.1243
H (-18.377, 10.980, -8.734)  0.1097
H (-19.445, 10.764, -6.751)  0.0814
H (-17.752, 10.757, -6.291)  0.0801
H (-18.780, 9.568, -5.531)  0.0887
H (-16.924, 7.707, -10.775)  0.0665
H (-18.465, 7.846, -10.494)  0.0753
C (-17.209, 6.838, -17.244)  -0.0525
C (-18.005, 8.073, -17.802)  -0.3781
C (-17.669, 8.425, -19.255)  -0.2297
O (-17.941, 7.424, -20.212)  -0.2019
C (-17.810, 7.825, -21.542)  -0.1107
N (-19.420, 7.634, -17.810)  0.0140
H (-17.366, 6.686, -16.176)  0.0707
H (-16.151, 7.062, -17.383)  0.0653
H (-17.432, 5.906, -17.763)  0.0740
H (-17.947, 8.939, -17.143)  0.1338
H (-16.642, 8.781, -19.339)  0.1161
H (-18.282, 9.281, -19.534)  0.1143
H (-16.724, 7.895, -21.607)  0.0860
H (-18.346, 8.730, -21.828)  0.0890
H (-18.140, 7.026, -22.206)  0.0898
H (-20.041, 8.365, -18.126)  0.0616
H (-19.485, 6.887, -18.487)  0.0592
C (-7.968, 11.890, -25.261)  -0.0642
C (-7.453, 12.128, -23.822)  -0.4574
C (-7.134, 10.719, -23.220)  -0.1794
O (-6.783, 10.809, -21.814)  -0.2127
C (-6.383, 9.579, -21.218)  -0.1046
N (-6.314, 12.972, -23.710)  0.0349
H (-7.189, 11.346, -25.795)  0.0761
H (-8.144, 12.802, -25.833)  0.0705
H (-8.926, 11.372, -25.223)  0.0751
H (-8.279, 12.582, -23.273)  0.1282
H (-6.325, 10.276, -23.800)  0.1198
H (-7.992, 10.053, -23.315)  0.1174
H (-5.563, 9.213, -21.835)  0.0807
H (-7.221, 8.881, -21.204)  0.0843
H (-5.920, 9.742, -20.245)  0.0855
H (-6.531, 13.922, -23.976)  0.0748
H (-6.089, 13.055, -22.729)  0.0710
C (-3.320, 10.311, -5.817)  -0.0527
C (-4.371, 9.636, -6.678)  -0.4649
C (-4.234, 9.778, -8.242)  -0.2265
O (-4.296, 11.094, -8.597)  -0.1815
C (-5.605, 11.603, -8.644)  -0.0999
N (-4.290, 8.241, -6.479)  0.0159
H (-2.308, 10.117, -6.171)  0.0837
H (-3.333, 9.899, -4.808)  0.0726
H (-3.531, 11.374, -5.698)  0.0805
H (-5.316, 10.018, -6.292)  0.1212
H (-4.831, 9.116, -8.870)  0.1232
H (-3.238, 9.397, -8.466)  0.1229
H (-5.557, 12.675, -8.836)  0.0952
H (-6.203, 11.317, -7.779)  0.0792
H (-6.151, 11.121, -9.455)  0.0836
H (-5.131, 7.738, -6.724)  0.0796
H (-4.345, 8.156, -5.474)  0.0675
C (-4.944, 17.317, -13.773)  -0.0532
C (-4.304, 17.040, -15.168)  -0.4070
C (-2.972, 17.812, -15.431)  -0.2124
O (-3.224, 19.158, -15.750)  -0.1860
C (-2.149, 19.949, -16.135)  -0.1328
N (-4.114, 15.601, -15.303)  0.0250
H (-6.000, 17.055, -13.838)  0.0692
H (-4.971, 18.392, -13.596)  0.0695
H (-4.501, 16.861, -12.888)  0.0744
H (-4.920, 17.416, -15.984)  0.1334
H (-2.373, 17.421, -16.254)  0.1167
H (-2.366, 17.713, -14.530)  0.1217
H (-1.191, 19.689, -15.686)  0.0841
H (-2.322, 21.024, -16.076)  0.0881
H (-1.924, 19.778, -17.188)  0.0792
H (-3.663, 15.351, -16.172)  0.0624
H (-3.439, 15.258, -14.635)  0.0660
C (-16.775, 15.167, -15.792)  -0.0633
C (-17.283, 16.209, -16.827)  -0.4198
C (-18.766, 16.642, -16.699)  -0.1967
O (-19.093, 17.543, -17.778)  -0.2181
C (-20.157, 18.471, -17.525)  -0.0875
N (-16.404, 17.379, -16.776)  0.0333
H (-16.610, 15.697, -14.854)  0.0648
H (-15.851, 14.612, -15.956)  0.0714
H (-17.506, 14.410, -15.508)  0.0684
H (-17.216, 15.707, -17.793)  0.1298
H (-18.863, 17.097, -15.713)  0.1183
H (-19.428, 15.777, -16.723)  0.1186
H (-19.790, 19.150, -16.755)  0.0837
H (-21.040, 17.879, -17.286)  0.0872
H (-20.293, 19.099, -18.406)  0.0848
H (-16.734, 18.046, -17.459)  0.0643
H (-16.412, 17.763, -15.842)  0.0653
C (-11.675, 10.474, -7.156)  -0.0718
C (-11.898, 9.545, -5.945)  -0.4175
C (-13.047, 10.100, -5.137)  -0.2069
O (-12.490, 11.055, -4.229)  -0.1992
C (-13.250, 11.292, -3.045)  -0.1136
N (-12.283, 8.293, -6.607)  0.0218
H (-10.972, 10.052, -7.874)  0.0722
H (-11.247, 11.423, -6.833)  0.0798
H (-12.527, 10.605, -7.823)  0.0758
H (-11.066, 9.323, -5.278)  0.1438
H (-13.362, 9.309, -4.456)  0.1193
H (-13.776, 10.573, -5.795)  0.1290
H (-13.032, 12.234, -2.542)  0.0823
H (-13.065, 10.482, -2.339)  0.0808
H (-14.332, 11.317, -3.168)  0.0794
H (-12.738, 7.624, -6.003)  0.0655
H (-12.937, 8.541, -7.336)  0.0595
C (-2.391, 10.071, -14.092)  -0.0419
C (-1.052, 10.838, -13.646)  -0.4232
C (-0.053, 10.885, -14.841)  -0.1733
O (0.468, 9.561, -14.942)  -0.1794
C (1.553, 9.278, -14.115)  -0.1342
N (-1.366, 12.099, -13.027)  0.0231
H (-3.163, 10.162, -13.328)  0.0582
H (-2.225, 8.998, -14.181)  0.0661
H (-2.896, 10.372, -15.010)  0.0661
H (-0.600, 10.237, -12.857)  0.1149
H (0.682, 11.652, -14.598)  0.1129
H (-0.563, 11.220, -15.745)  0.1240
H (2.413, 9.917, -14.312)  0.0861
H (1.885, 8.270, -14.363)  0.0894
H (1.391, 9.250, -13.037)  0.0804
H (-0.470, 12.400, -12.671)  0.0647
H (-1.785, 11.810, -12.155)  0.0691
C (-8.864, 10.623, -15.215)  -0.2619
C (-10.141, 10.122, -14.528)  -0.2092
O (-10.463, 8.805, -15.044)  -0.0830
O (-8.587, 11.991, -14.938)  -0.0711
H (-9.014, 10.568, -16.293)  0.1077
H (-8.015, 9.955, -15.070)  0.1192
H (-10.980, 10.799, -14.692)  0.1187
H (-9.866, 10.002, -13.480)  0.1205
H (-10.711, 8.850, -15.970)  0.0732
H (-7.775, 12.260, -15.373)  0.0842

Values from the calculation:
relative energy (zero: lowest compared OMol25 entry of this formula, charge and spin)	56.8	kcal per mole
total charge	0
highest occupied orbital energy	-8.95	eV
LUMO energy	0.09	eV

---

ORCA calculation (the ωB97M-V functional and the def2-TZVPD basis) on a 2-piece molecular cluster, C6H3F2O4S overall.

Each line ends with the Löwdin charge.
CARTESIAN COORDINATES (ANGSTROEM)
C (1.870, -1.095, -0.016)  -0.0304
C (0.537, -1.683, 0.083)  -0.0626
C (1.745, 0.241, 0.288)  -0.1726
C (-0.198, -0.595, 0.399)  -0.1628
C (2.991, 1.221, 0.116)  -0.7171
C (-2.590, 0.833, -0.510)  -0.5423
O (2.654, 2.395, 0.093)  -0.0292
O (4.056, 0.627, -0.058)  -0.0376
O (-3.748, -1.151, 0.936)  -0.5560
O (0.438, 0.538, 0.453)  0.0254
F (-3.755, 1.484, -0.753)  -0.0180
F (-2.438, -0.050, -1.602)  -0.0185
S (-2.814, -0.049, 1.140)  0.9649
H (2.809, -1.682, -0.234)  0.1275
H (0.121, -2.630, -0.004)  0.0679
H (-1.680, 1.598, -0.329)  0.1614

Values from the calculation:
relative energy (zero: lowest compared OMol25 entry of this formula, charge and spin)	63.8	kcal per mole
total charge	-1
highest occupied orbital energy (spin up / spin down)	-4.91 / -4.89	eV
LUMO energy (spin up / spin down)	1.36 / 1.98	eV